one:
C3H6O2P | ωB97M-V/def2-TZVPD

The geometry in ORCA input format:
```
! RIJCOSX wB97M-V def2-TZVPD def2/J DEFGRID3
* xyz -1 1
C -1.5916 0.4969 -0.1670
C -0.2728 0.5437 0.1176
C 0.6475 -0.5592 -0.3798
P 1.5481 -1.5419 0.7506
O 2.7953 -2.1874 0.1938
O 0.6075 -2.4617 1.4417
H -2.3296 1.0202 0.3238
H -1.8781 -0.2777 -0.8180
H 0.2126 1.1536 0.8640
H 1.5651 -0.2169 -1.0225
H 0.0330 -1.3677 -0.8664
H 1.9772 -0.4143 1.6287
*
```

As for the structure (SMILES): C=CC[P@H](=O)[O-]. Its LUMO energy is 4.0 eV. The value obtained for the HOMO energy is -0.165 Eh. The value obtained for the gap between HOMO and LUMO is 8.48 eV.

---

two:
C3H6O2P | ωB97M-V/def2-TZVPD

The geometry in ORCA input format:
```
! RIJCOSX wB97M-V def2-TZVPD def2/J DEFGRID3
* xyz -1 1
C 0.0296 0.0619 1.5380
C -0.2818 0.4784 0.3332
C 0.1534 -0.4912 -1.1194
P 1.5455 0.5521 -1.8700
O 2.0755 -0.0591 -3.1064
O 2.4783 0.9577 -0.8194
H -0.1684 0.6920 2.3866
H 0.3458 -0.9621 1.7039
H -0.5212 1.5303 0.1407
H -0.7387 -0.7187 -1.8277
H 0.6488 -1.4725 -0.7809
H 0.6419 1.6685 -2.0610
*
```

As for the structure (SMILES): C=CC[P@H](=O)[O-]. Its LUMO energy is 4.2 eV. The value obtained for the HOMO energy is -0.166 Eh. The value obtained for the gap between HOMO and LUMO is 8.71 eV.

---

Which structure is the least stable? The one labeled two.

---

one:
C3H2N4O | ωB97M-V/def2-TZVPD

The geometry in ORCA input format:
```
! RIJCOSX wB97M-V def2-TZVPD def2/J DEFGRID3
* xyz 0 1
O 0.9288 2.2505 -0.0515
C 0.5520 1.1187 -0.4156
C 1.0957 -0.2472 -0.2094
C 0.1635 -1.0599 0.4646
N -0.8515 -0.5267 1.1850
N -1.8862 -0.0383 0.6319
N -1.6238 0.1448 -0.9179
N -0.5944 0.8908 -1.0995
H 2.0016 -0.4904 -0.5513
H 0.2144 -2.0422 0.9637
*
```

As for the structure (SMILES): O=c1ccnnnn1. Its LUMO energy is -1.6 eV. The value obtained for the HOMO energy is -0.359 Eh. The value obtained for the gap between HOMO and LUMO is 8.20 eV.

---

two:
C3H2N4O | ωB97M-V/def2-TZVPD

The geometry in ORCA input format:
```
! RIJCOSX wB97M-V def2-TZVPD def2/J DEFGRID3
* xyz 0 1
O 0.5650 1.7151 -1.4947
C 0.0414 0.9060 -0.7343
C -0.4943 -0.4067 -0.8965
C 0.2181 -1.1923 -0.0461
N 1.0679 -0.7573 1.0367
N 0.7345 0.2676 1.7220
N -0.4350 1.0207 1.6050
N -0.6896 1.4052 0.4223
H -1.1560 -0.7018 -1.7129
H 0.1480 -2.2565 0.0984
*
```

As for the structure (SMILES): O=c1ccnnnn1. Its LUMO energy is -1.2 eV. The value obtained for the HOMO energy is -0.365 Eh. The value obtained for the gap between HOMO and LUMO is 8.75 eV.

---

Which structure is the least stable? The one labeled one.

---

one:
C3H2N2S | ωB97M-V/def2-TZVPD

The geometry in ORCA input format:
```
! RIJCOSX wB97M-V def2-TZVPD def2/J DEFGRID3
* xyz 0 1
N -1.1232 -2.0584 -0.0426
C -1.5972 -1.0101 -0.0846
N -2.4148 -0.0338 -0.3618
S -2.3131 1.4836 0.1394
C 1.4438 0.0909 0.3613
C 2.2645 0.7022 -0.2836
H 0.6968 -0.5303 0.8424
H 3.0432 1.3559 -0.5704
*
```

As for the structure (SMILES): N#CN=S.C#C. Its LUMO energy (alpha / beta) is -2.9 / -2.9 eV. The value obtained for the HOMO energy (alpha / beta) is -0.366 / -0.366 Eh. The value obtained for the gap between HOMO and LUMO (alpha / beta) is 7.03 / 7.04 eV.

---

two:
C3H2N2S | ωB97M-V/def2-TZVPD

The geometry in ORCA input format:
```
! RIJCOSX wB97M-V def2-TZVPD def2/J DEFGRID3
* xyz 0 1
S -2.8825 -0.0086 -0.0014
C -1.2376 -0.0272 -0.0011
N -0.4183 -1.1603 0.0227
C 0.8181 -0.7369 -0.0063
C 0.7911 0.7223 -0.0055
N -0.4217 1.1406 0.0204
H 1.7242 -1.3504 -0.0203
H 1.6268 1.4205 -0.0085
*
```

As for the structure (SMILES): S=C1N=CC=N1. Its LUMO energy is -2.4 eV. The value obtained for the HOMO energy is -0.354 Eh. The value obtained for the gap between HOMO and LUMO is 7.20 eV.

---

three:
C3H2N2S | ωB97M-V/def2-TZVPD

The geometry in ORCA input format:
```
! RIJCOSX wB97M-V def2-TZVPD def2/J DEFGRID3
* xyz 0 1
S -3.3996 0.6557 0.0084
C -1.9833 0.1005 -0.4798
C -0.8409 -0.3833 -0.6057
C 0.4443 -0.3297 -0.3396
N 1.7576 -0.6067 -0.2683
N 1.0699 0.8537 0.1535
H 2.0729 -1.3488 0.4050
H 0.8791 1.0586 1.1264
*
```

As for the structure (SMILES): S=C=C=C1NN1. Its LUMO energy is -0.9 eV. The value obtained for the HOMO energy is -0.310 Eh. The value obtained for the gap between HOMO and LUMO is 7.56 eV.

---

Which structure is the least stable? The one labeled three.

---

one:
C2H3Cl2PS | ωB97M-V/def2-TZVPD

The geometry in ORCA input format:
```
! RIJCOSX wB97M-V def2-TZVPD def2/J DEFGRID3
* xyz 0 1
S -0.3142 -0.4065 2.7562
C -0.5250 0.0198 0.7762
C 0.2880 0.7326 0.0070
P 0.3692 0.9509 -1.9378
Cl 2.1791 0.2465 -2.4161
Cl -0.8131 -0.6629 -2.4968
H -1.0040 -1.5680 2.6923
H -1.3225 -0.4880 0.3239
H 1.1425 1.1757 0.2950
*
```

As for the structure (SMILES): S/C=C/P(Cl)Cl. Its LUMO energy is 0.2 eV. The value obtained for the HOMO energy is -0.341 Eh. The value obtained for the gap between HOMO and LUMO is 9.53 eV.

---

two:
C2H3Cl2PS | ωB97M-V/def2-TZVPD

The geometry in ORCA input format:
```
! RIJCOSX wB97M-V def2-TZVPD def2/J DEFGRID3
* xyz 0 1
S 2.1286 -1.9895 0.2600
P 1.0873 -0.1861 0.1232
Cl 1.9794 0.6672 -1.5830
Cl 1.8877 0.8074 1.5968
H 1.0957 -2.6654 -0.3279
C -2.2762 1.0776 0.5019
C -1.8072 0.6157 -0.5254
H -2.9340 1.3001 1.2926
H -1.1614 0.3730 -1.3381
*
```

As for the structure (SMILES): SP(Cl)Cl.C#C. Its LUMO energy is 0.6 eV. The value obtained for the HOMO energy is -0.341 Eh. The value obtained for the gap between HOMO and LUMO is 9.87 eV.

---

Which structure is the least stable? The one labeled two.

---

one:
C4H6MgO2 | ωB97M-V/def2-TZVPD

The geometry in ORCA input format:
```
! RIJCOSX wB97M-V def2-TZVPD def2/J DEFGRID3
* xyz 0 1
O -3.1960 0.8783 0.0589
C -2.0120 0.3639 -0.5259
C -1.2829 -0.4856 0.5062
C 0.1978 -0.4235 0.3737
C 1.0737 -1.1717 -0.2707
H -3.5332 1.5980 -0.4806
H -1.3592 1.1870 -0.8656
H -2.2520 -0.2578 -1.4057
H -1.6206 -1.5325 0.3961
H -1.5773 -0.1284 1.5080
H 1.0711 -2.2707 -0.3505
O 2.5519 -0.6672 -0.5478
Mg 1.9975 0.7662 0.6086
*
```

Its LUMO energy (alpha / beta) is -1.3 / -1.3 eV. The value obtained for the HOMO energy (alpha / beta) is -0.289 / -0.289 Eh. The value obtained for the gap between HOMO and LUMO (alpha / beta) is 6.51 / 6.51 eV.

---

two:
C4H6MgO2 | ωB97M-V/def2-TZVPD

The geometry in ORCA input format:
```
! RIJCOSX wB97M-V def2-TZVPD def2/J DEFGRID3
* xyz 0 1
O 3.2810 -0.7561 0.9210
C 2.4006 0.0669 1.1753
H -0.3296 -0.9555 1.1668
H 2.4421 0.4691 2.2321
C -1.3996 -0.6866 1.1225
C -2.0461 -0.6497 -0.0517
C -1.3525 -0.7915 -1.3897
O -0.5141 0.3125 -1.5892
Mg 0.7967 0.4587 -0.2357
H -3.1085 -0.3789 -0.0697
H -1.9135 -0.4846 2.0641
H -2.1089 -0.8681 -2.1923
H -0.7721 -1.7359 -1.3962
*
```

Its LUMO energy is -0.2 eV. The value obtained for the HOMO energy is -0.302 Eh. The value obtained for the gap between HOMO and LUMO is 7.98 eV.

---

Which structure is the least stable? The one labeled one.

---

one:
C10H17NO4 | ωB97M-V/def2-TZVPD

The geometry in ORCA input format:
```
! RIJCOSX wB97M-V def2-TZVPD def2/J DEFGRID3
* xyz 0 1
C 1.6757 -0.2793 1.8976
C 1.0208 -0.6038 0.5469
C 1.6265 -1.9502 0.1338
C -0.4905 -0.5809 0.7792
C -1.1979 -1.3650 -0.3148
C -2.6860 -1.0463 -0.4752
C -3.0108 0.4062 -0.2383
C -2.0946 1.2911 0.2154
C -0.7151 0.9284 0.5121
C -4.4250 0.8975 -0.4286
O -5.2739 0.1225 0.4033
O 1.2118 0.3914 -0.4945
O 6.0006 -0.5616 -1.6263
N 5.3106 0.4305 -1.4171
O 5.6258 1.6034 -1.5556
H 1.3334 -1.0409 2.6283
H 2.7636 -0.3675 1.7807
H 1.3982 0.7259 2.2783
H 1.4216 -2.7096 0.9268
H 1.2287 -2.3244 -0.8085
H 2.7151 -1.8127 0.0512
H -0.7334 -0.8686 1.8140
H -0.7167 -1.0976 -1.2716
H -1.0248 -2.4372 -0.2082
H -2.9536 -1.3043 -1.5022
H -3.2887 -1.7013 0.1434
H -2.3779 2.3313 0.4767
H -0.2766 1.5970 1.2864
H 0.2393 0.9978 -0.4450
H -4.5237 1.9340 -0.0893
H -4.7871 0.8505 -1.4698
H -6.2062 0.2927 0.1814
*
```

Its LUMO energy (alpha / beta) is -1.0 / -2.2 eV. The value obtained for the HOMO energy (alpha / beta) is -0.353 / -0.297 Eh. The value obtained for the gap between HOMO and LUMO (alpha / beta) is 8.58 / 5.86 eV.

---

two:
C10H17NO4 | ωB97M-V/def2-TZVPD

The geometry in ORCA input format:
```
! RIJCOSX wB97M-V def2-TZVPD def2/J DEFGRID3
* xyz 0 1
C -3.2696 0.4167 1.7012
C -3.2522 -0.9836 2.2288
O -4.2311 -1.5487 2.6859
O -2.0487 -1.6357 2.0989
C -1.1786 -1.4451 3.2019
C 0.2136 -1.8696 2.7665
C 0.7052 -1.0374 1.5816
O 1.1015 -1.8451 0.4618
C 0.1142 -2.0371 -0.4488
O -0.5658 -3.0306 -0.5133
H -2.9143 0.3948 0.6756
H -4.2855 0.7727 1.6914
H -2.6188 1.0756 2.2590
H -1.4929 -2.0813 4.0227
H -1.1712 -0.4086 3.5336
H 0.8914 -1.7988 3.6042
H 0.1253 -2.8923 2.4230
H -0.0472 -0.3201 1.2776
H 1.5853 -0.4765 1.8666
H -0.0013 -1.2496 -1.1996
C 2.3236 3.0045 -3.6154
C 2.5784 1.5501 -3.2370
C 1.3025 0.8090 -2.8221
C 0.6844 1.4341 -1.6498
N 0.2390 1.9553 -0.7337
H 1.9313 3.5721 -2.7709
H 3.2487 3.4842 -3.9331
H 1.6076 3.0774 -4.4358
H 3.3021 1.5050 -2.4218
H 3.0198 1.0242 -4.0846
H 1.5281 -0.2289 -2.5789
H 0.5754 0.8134 -3.6353
*
```

As for the structure (SMILES): CC(=O)OCCCOC=O.CCCC#N. Its LUMO energy is 0.7 eV. The value obtained for the HOMO energy is -0.380 Eh. The value obtained for the gap between HOMO and LUMO is 11.01 eV.

---

Which structure is the least stable? The one labeled one.

---

one:
C2H6S | ωB97M-V/def2-TZVPD

The geometry in ORCA input format:
```
! RIJCOSX wB97M-V def2-TZVPD def2/J DEFGRID3
* xyz 0 1
C 0.2213 -1.1048 2.5922
C 1.1262 -1.8384 3.1702
H -0.7529 -1.1460 2.9813
H 0.6539 -0.5944 1.5998
H 0.6754 -2.4615 3.9696
H 2.0221 -2.1584 2.5864
S -1.0049 2.8414 -6.1527
H -1.1231 2.5590 -4.6833
H -1.8180 3.9030 -6.0634
*
```

As for the structure (SMILES): C=C.S. Its LUMO energy is 0.8 eV. The value obtained for the HOMO energy is -0.360 Eh. The value obtained for the gap between HOMO and LUMO is 10.62 eV.

---

two:
C2H6S | ωB97M-V/def2-TZVPD

The geometry in ORCA input format:
```
! RIJCOSX wB97M-V def2-TZVPD def2/J DEFGRID3
* xyz 0 1
C -0.7903 -0.7472 0.0394
C 0.1220 0.4531 0.1888
S 1.9739 -0.0334 0.1903
H -0.8596 -1.4661 0.8757
H -0.3884 -1.5142 -0.6861
H -1.7946 -0.5069 -0.1626
H 0.0177 1.0221 -0.7244
H -0.0935 1.0984 1.0530
H 1.8129 1.6943 -0.7739
*
```

Its LUMO energy is -1.1 eV. The value obtained for the HOMO energy is -0.337 Eh. The value obtained for the gap between HOMO and LUMO is 8.13 eV.

---

three:
C2H6S | ωB97M-V/def2-TZVPD

The geometry in ORCA input format:
```
! RIJCOSX wB97M-V def2-TZVPD def2/J DEFGRID3
* xyz 0 1
C 1.3083 -0.2251 0.5286
S -0.2542 0.6205 0.9685
C -1.2399 0.1495 -0.5059
H 1.1738 -1.2646 0.8123
H 2.0104 0.2699 1.1743
H 1.4289 -0.0124 -0.5259
H -1.2861 -0.8775 -0.9497
H -2.2646 0.4623 -0.2702
H -0.8766 0.8775 -1.2323
*
```

As for the structure (SMILES): CSC. Its LUMO energy is 1.1 eV. The value obtained for the HOMO energy is -0.311 Eh. The value obtained for the gap between HOMO and LUMO is 9.59 eV.

---

four:
C2H6S | ωB97M-V/def2-TZVPD

The geometry in ORCA input format:
```
! RIJCOSX wB97M-V def2-TZVPD def2/J DEFGRID3
* xyz 0 1
C 0.0546 -0.6892 -0.3363
C -0.7777 0.4055 0.2564
S 2.5380 0.8175 0.2578
H 1.1375 -0.4138 -0.2312
H -0.0511 -0.8394 -1.4158
H -0.0539 -1.6873 0.0790
H -1.8346 0.4681 0.0050
H -0.6114 0.5263 1.3399
H -0.4013 1.4124 0.0453
*
```

Its LUMO energy is -3.0 eV. The value obtained for the HOMO energy is -0.350 Eh. The value obtained for the gap between HOMO and LUMO is 6.57 eV.

---

Which structure is the least stable? The one labeled four.